(1)
Density functional theory data (the ωB97M-V functional and the def2-TZVPD basis) for a 12-piece molecular cluster, H24O12 overall in a non-equilibrium geometry.

Properties
E_LUMO ... -0.687 eV
SMILES string ... O.O.O.O.O.O.O.O.O.O.O.O
Calculated total energy ... -917.10922 Eh

```
! wB97M-V def2-TZVPD RIJCOSX def2/J DEFGRID3
* xyz 0 1
O 0.4469 -0.0150 0.3438
H -0.0668 0.0341 -0.4702
H 0.5153 -0.9599 0.5213
O 2.0641 3.2321 1.9184
H 1.4607 2.6104 1.4960
H 2.8398 3.2314 1.3463
O -3.1162 -1.8186 2.6044
H -3.4123 -1.4822 1.7511
H -2.4024 -1.2221 2.8567
O 2.0699 -3.5561 1.1622
H 1.2840 -3.0478 0.9322
H 1.8920 -3.8719 2.0553
O 1.1529 -0.7474 -1.3939
H 1.4720 -0.0028 -1.9161
H 1.7391 -1.4728 -1.6372
O -2.6758 2.8856 -0.5331
H -2.8314 1.9608 -0.3106
H -1.7165 2.9530 -0.5981
O -1.5447 -2.0291 0.3163
H -2.4867 -1.9313 0.4949
H -1.2047 -1.1278 0.3507
O -0.0139 2.3455 -3.9414
H -0.6599 2.4993 -3.2429
H 0.8246 2.6129 -3.5485
O 2.4791 -0.4861 3.3927
H 2.7527 -0.9941 2.6206
H 2.0533 0.2945 3.0209
O -3.0657 -2.5454 -1.5493
H -2.4764 -1.8103 -1.3463
H -3.2120 -2.9711 -0.6970
O -0.7294 1.3679 1.3821
H -0.8403 2.1609 1.9187
H 0.2231 1.3066 1.2482
O 2.6598 1.2273 -3.6842
H 3.3015 0.5484 -3.9215
H 3.1362 1.7953 -3.0683
*
```



(2)
Density functional theory data (the ωB97M-V functional and the def2-TZVPD basis) for the molecule C4H11NO2 in a non-equilibrium geometry.

Properties
E_LUMO ... 0.755 eV
SMILES string ... C[C@@H](O)C[C@@H](N)O
Calculated total energy ... -364.23006 Eh

```
! wB97M-V def2-TZVPD RIJCOSX def2/J DEFGRID3
* xyz 0 1
C 0.8120 -0.0515 1.6915
C -0.1409 0.9125 0.9989
O 0.4017 2.2359 1.1176
C -0.4615 0.6648 -0.4839
C -0.0728 -0.6860 -1.0855
N -0.7597 -1.7960 -0.4783
O -0.4312 -0.7166 -2.4502
H 1.0654 0.3212 2.6906
H 0.3686 -1.0433 1.8119
H 1.7563 -0.1441 1.1463
H -1.0816 0.9256 1.5611
H 1.3236 2.2084 0.8077
H -0.0140 1.4579 -1.0991
H -1.5422 0.8161 -0.6268
H 1.0102 -0.8324 -1.0214
H -0.4886 -2.6248 -1.0077
H -1.7502 -1.6867 -0.6925
H 0.0050 0.0390 -2.8804
*
```



Computed values of Kohn-Sham gap (unit: hartree) for the preceding records, in sequence: 0.3602 0.3988.
Computed values of energy relative to the best compared isomer or geometry (same formula, charge and spin) (unit: kcal/mol) for the preceding records, in sequence: 135.6 23.9.